Record 1
The following is a DFT calculation (wB97M-V/def2-TZVPD) of a gas-phase ion, CH3N4Si (charge -1) at a distorted geometry.

Geometry as XYZ:
```
9
Properties=species:S:1:pos:R:3:forces:R:3:lowdin_charge:R:1
C -1.7121 -1.3499 0.2249 -1.92 -0.35 0.27 -0.44
N -2.9371 0.9376 -0.1051 0.00 -0.19 -0.94 -0.43
N -1.7915 1.1898 -0.2947 1.03 0.97 0.42 -0.11
N -2.6956 -1.9595 0.2850 0.56 -0.33 0.11 0.01
N -4.0185 0.6372 -0.0558 -1.59 0.11 0.56 0.10
Si -0.3891 -0.0299 0.0121 -0.15 -0.49 -0.81 0.19
H 0.4533 -1.1047 0.4965 1.57 -0.80 0.60 -0.15
H 0.3786 0.9969 0.7468 0.04 0.62 0.08 -0.10
H -0.1681 -0.3293 -1.4206 0.46 0.47 -0.30 -0.07
```
Forces are in eV/Å.

## Properties
* total charge: -1
* E_HOMO: -4.7 eV
* energy relative to the best compared isomer or geometry (same formula, charge and spin): 1.187 eV
* gap between HOMO and LUMO: 9.013 eV

=====

Record 2
The following is a DFT calculation (wB97M-V/def2-TZVPD) of a molecular structure, C5H14NO2 at a distorted geometry.

Geometry as XYZ:
```
22
Properties=species:S:1:pos:R:3:forces:R:3:lowdin_charge:R:1
C 2.0698 1.3674 -0.7668 -0.60 -0.46 0.44 -0.08
C 1.8864 0.1497 -1.7604 2.24 0.84 1.47 -0.21
C 0.5120 -0.3722 -1.6619 -1.46 -0.12 1.60 -0.04
C 0.0239 -0.7120 -0.4546 2.28 0.12 -0.86 -0.14
N -1.1679 -1.3174 -0.0999 -3.75 2.09 0.17 0.11
C -2.3398 -0.6439 0.1038 -0.23 -5.45 -0.71 0.05
H 3.0505 1.8855 -0.7689 -0.78 -0.23 -0.57 0.09
H 1.9648 1.0083 0.2632 0.29 -0.34 -0.02 0.06
H 1.1835 2.0052 -0.8108 0.49 0.56 -0.55 0.07
H 2.6661 -0.5691 -1.3746 -1.07 0.18 -0.67 0.14
H 2.2081 0.4203 -2.7571 -0.32 0.05 -0.26 0.11
H -0.2376 -0.3008 -2.4362 0.36 -0.53 -0.74 0.13
H 0.5753 -0.5128 0.4757 0.25 -0.64 -0.30 0.13
H -1.2468 -2.3021 0.1470 0.90 0.13 0.93 0.19
H -3.0305 -1.2318 0.7297 0.33 0.16 -0.13 0.14
H -2.9229 -0.2961 -0.7429 0.57 1.63 -0.42 0.17
H -0.0554 -1.6304 3.6257 0.00 0.22 0.14 0.05
H -0.3064 -0.1748 3.1145 0.04 -0.11 0.27 0.04
O -0.0318 -1.0593 2.8523 -0.12 -0.08 -0.58 -0.05
H -2.1640 0.5061 0.5444 2.06 4.65 1.27 0.09
H -1.3625 2.3467 1.0512 -1.57 -0.35 0.19 0.06
O -1.2745 1.4338 0.7269 0.08 -2.32 -0.68 -0.11
```
Forces are in eV/Å.

## Properties
* total charge: +1
* E_HOMO: -13.7 eV
* energy relative to the best compared isomer or geometry (same formula, charge and spin): 7.491 eV
* gap between HOMO and LUMO: 5.796 eV

=====

Record 3
The following is a DFT calculation (wB97M-V/def2-TZVPD) of a gas-phase ion, C4H12N5O (charge +1) at a distorted geometry.

Geometry as XYZ:
```
22
Properties=species:S:1:pos:R:3:forces:R:3:lowdin_charge:R:1
C -1.0017 -0.4895 0.7296 4.50 -0.40 0.68 -0.19
C -1.1294 -0.6982 -0.5227 1.59 -0.99 -1.87 -0.35
C 1.0864 0.4499 1.0814 -2.47 -0.36 -0.85 -0.20
C 1.1277 0.3393 -1.3897 -0.05 1.98 0.64 -0.41
N 1.1542 1.0953 -0.1329 0.31 0.10 0.36 0.06
N -1.7413 -0.3162 1.7815 -2.07 1.22 -0.64 0.10
N -2.0313 -0.7836 -1.5236 -3.00 -1.00 -3.17 0.05
N 0.7939 1.1016 2.2394 0.86 -0.15 -0.25 0.11
N 0.3332 -0.9101 -1.2247 -0.35 -0.45 0.05 0.14
O 2.3990 0.0110 -1.7338 2.87 -0.12 -0.10 0.02
H 1.7223 -0.4187 1.1316 -0.04 -0.23 0.49 0.14
H 0.6838 0.9690 -2.1550 -0.46 0.03 0.01 0.17
H 0.7352 2.0010 -0.1017 -0.50 0.33 -0.54 0.14
H -2.6982 -0.1967 1.5876 -1.48 0.04 0.57 0.10
H -1.4887 -0.5660 2.6782 0.64 -0.54 1.85 0.07
H -2.8862 -0.2126 -1.4544 0.91 -0.52 -0.14 0.11
H -2.1895 -1.6461 -2.1874 0.48 2.04 2.35 0.15
H 0.5979 0.4121 2.9522 0.05 0.78 0.42 0.11
H 0.3815 2.0405 2.3118 0.14 -1.06 -0.26 0.14
H 0.8606 -1.3752 -0.4538 -0.62 -0.66 -1.31 0.15
H 0.1534 -1.4848 -2.1413 1.10 1.39 2.24 0.22
H 3.1370 0.6780 -1.4724 -2.39 -1.44 -0.50 0.18
```
Forces are in eV/Å.

## Properties
* total charge: +1
* E_HOMO: -10.9 eV
* energy relative to the best compared isomer or geometry (same formula, charge and spin): 2.415 eV
* gap between HOMO and LUMO: 8.159 eV

=====

Record 4
The following is a DFT calculation (wB97M-V/def2-TZVPD) of C8H8S in the gas phase at a distorted geometry.

Geometry as XYZ:
```
17
Properties=species:S:1:pos:R:3:forces:R:3:lowdin_charge:R:1
C 2.2846 0.1359 0.1885 1.87 0.80 -1.01 -0.39
C 0.0413 0.1242 -0.0701 -1.59 -1.34 -0.65 0.00
C 1.1511 0.9216 0.0437 0.96 -0.37 1.45 -0.45
C 0.3007 -1.2497 0.1161 -0.12 1.25 -0.29 -0.57
C -0.7332 -2.1552 -0.0436 0.98 -2.40 0.07 -0.13
C -1.9870 -1.6722 -0.1813 -2.39 -0.54 -0.44 -0.24
C -2.4293 -0.4137 0.1501 0.67 1.38 1.47 0.05
C 1.1680 2.3747 -0.0219 1.44 3.67 -1.43 -0.09
S 2.0072 -1.5417 0.2183 -0.29 -0.12 0.10 1.01
H 3.3510 0.4619 -0.0519 -1.56 -0.33 0.64 0.10
H -0.5362 -3.2498 -0.1956 -0.16 1.18 0.25 0.13
H -2.7741 -2.2744 -0.6703 0.70 -0.01 0.13 0.11
H -2.1188 0.1053 1.1217 -0.48 -0.81 -1.66 0.09
H -3.3905 -0.0986 -0.3258 1.09 0.19 0.46 0.08
H 2.2462 2.7690 -0.2336 -1.69 -0.76 0.47 0.10
H 0.5852 2.7799 -0.9135 0.45 -0.68 1.15 0.10
H 0.8338 2.9828 0.8693 0.14 -1.12 -0.69 0.09
```
Forces are in eV/Å.

## Properties
* E_HOMO (alpha / beta): -7.7 / -7.6 eV
* energy relative to the best compared isomer or geometry (same formula, charge and spin): 3.031 eV
* gap between HOMO and LUMO (alpha / beta): 6.962 / 6.909 eV

=====

Record 5
The following is a DFT calculation (wB97M-V/def2-TZVPD) of C17H22N4O4 in the gas phase at a distorted geometry.

Geometry as XYZ:
```
47
Properties=species:S:1:pos:R:3:forces:R:3:lowdin_charge:R:1
C 0.2682 -1.1363 3.4341 0.79 0.33 1.09 -0.05
N 0.6220 -0.6554 2.0945 -2.31 -1.94 1.32 0.07
C 1.6081 0.1448 1.8125 0.33 1.98 -0.39 -0.51
O 2.4260 0.4382 2.6537 1.54 0.30 0.53 0.06
C 1.6856 0.9027 0.4446 -0.84 -2.07 -1.23 -0.10
C 2.6183 0.1220 -0.5570 -0.35 -0.61 1.16 -0.07
C 2.6396 -1.3966 -0.5281 2.02 0.11 -0.23 -0.14
C 3.2532 -2.1223 0.4556 -0.87 0.81 0.15 -0.07
N 3.2213 -3.4260 0.1241 2.39 -5.35 2.42 0.04
C 2.9524 -3.6848 -1.2132 -1.36 3.11 0.89 -0.17
C 2.7123 -4.7628 -2.0620 1.18 -1.70 1.17 -0.04
C 2.4021 -4.5307 -3.3784 -0.12 -1.32 1.08 -0.13
C 2.2698 -3.2617 -3.8072 -0.29 1.91 -2.57 -0.13
C 2.4395 -2.1792 -2.9981 -0.66 1.51 0.85 -0.04
C 2.6382 -2.3414 -1.6263 -0.68 -0.33 -1.62 -0.13
N 0.3940 1.1786 -0.2806 0.63 2.37 0.95 0.15
C -0.6504 0.4608 -0.6289 -0.16 -2.86 -0.61 -0.42
O -0.6723 -0.7818 -0.5621 0.03 0.48 0.33 0.03
C -1.9030 1.1411 -1.2020 -0.16 -0.67 -0.35 -0.19
C -2.6501 0.2287 -2.1905 -2.32 -0.70 3.90 -0.11
O -3.2388 -0.9757 -1.5053 -0.78 2.61 -1.86 -0.07
N -2.7819 1.4780 -0.0953 1.34 -2.00 -2.45 0.13
C -2.4894 2.4488 0.6717 1.50 7.10 1.85 -0.46
C -3.5595 2.7649 1.8108 2.30 -2.35 -1.84 0.04
O -1.4843 3.2207 0.4296 -2.38 -2.37 1.22 -0.02
H 0.6034 -0.4082 4.1716 -0.13 0.37 -0.10 0.08
H -0.8071 -1.2999 3.6035 0.34 0.21 -0.70 0.09
H 0.7785 -2.0349 3.8075 0.05 -0.12 -0.82 0.08
H -0.0844 -0.8371 1.4415 -0.68 -0.29 -1.55 0.08
H 2.1706 1.8491 0.7248 -0.56 -0.22 -0.39 0.16
H 3.5684 0.5170 -0.3132 1.43 0.02 0.26 0.10
H 2.4621 0.4435 -1.5502 -0.60 0.56 -1.09 0.10
H 3.8030 -1.7644 1.3196 -0.58 -0.21 0.22 0.14
H 3.5693 -4.1981 0.8038 -0.83 2.08 -1.77 0.20
H 2.9063 -5.8189 -1.7672 -0.25 0.95 0.10 0.12
H 2.2243 -5.3636 -4.0217 0.01 -0.37 -0.37 0.10
H 2.0185 -3.0648 -4.8592 0.21 -0.17 0.41 0.11
H 2.3384 -1.1594 -3.3735 -0.14 -0.30 -0.17 0.11
H 0.1562 2.1599 -0.3666 0.25 0.23 0.39 0.12
H -1.6792 2.0014 -1.8138 0.35 0.74 0.21 0.15
H -2.0036 0.0104 -2.9558 1.37 -0.94 -2.00 0.09
H -3.5191 0.8229 -2.5393 0.41 -0.61 -0.03 0.14
H -2.5576 -1.5349 -1.1726 1.39 -0.27 0.31 0.04
H -3.6813 1.1307 -0.1446 -1.98 -1.21 0.27 0.13
H -4.5310 3.0023 1.4532 -0.90 -0.45 -0.55 0.07
H -3.2822 3.5452 2.4221 1.11 1.76 1.12 0.04
H -3.4341 1.8403 2.3666 -1.02 -0.10 0.51 0.08
```
Forces are in eV/Å.

## Properties
* E_HOMO: -7.7 eV
* energy relative to the best compared isomer or geometry (same formula, charge and spin): 4.383 eV
* gap between HOMO and LUMO: 8.281 eV

=====

Record 6
The following is a DFT calculation (wB97M-V/def2-TZVPD) of a molecular structure, C27H23ClN6O3S5Ti.

Geometry as XYZ:
```
66
Properties=species:S:1:pos:R:3:forces:R:3:lowdin_charge:R:1
Ti 0.8449 0.1779 -0.1444 -0.38 0.11 0.80 0.83
C -1.8455 4.8478 1.1533 -0.01 0.00 -0.02 -0.10
C -3.1029 4.0628 1.5072 0.00 0.00 0.00 -0.28
N -3.5026 3.1236 0.4762 0.00 -0.02 -0.01 -0.05
C -2.9476 1.8483 0.4054 0.01 0.02 0.13 -0.94
S -3.8453 0.6700 -0.4773 -0.04 -0.03 0.00 0.43
N -1.8046 1.7318 1.0185 -0.09 -0.01 0.04 0.00
N -1.1718 0.5074 0.9863 0.24 0.00 -0.26 -0.01
C -1.5616 -0.4232 1.7720 0.10 -0.15 0.05 -0.30
C -2.7055 -0.3255 2.7254 -0.04 0.07 -0.09 -0.04
C -0.7643 -1.6732 1.7370 -0.11 0.02 0.11 -0.21
C -1.0867 -2.7863 2.4921 -0.01 0.14 -0.03 -0.01
C -0.2626 -3.9036 2.4290 0.09 -0.10 -0.07 -0.07
C 0.8503 -3.8800 1.6167 -0.20 -0.13 0.04 -0.10
C 1.1065 -2.7270 0.8879 -0.03 0.14 -0.07 -0.16
N 0.3189 -1.6623 0.9430 0.20 -0.04 -0.05 0.01
H -1.6450 5.6124 1.9100 0.01 -0.01 0.00 0.06
H -1.9575 5.3304 0.1797 -0.01 0.00 0.00 0.06
H -0.9977 4.1662 1.1093 0.02 0.00 0.00 0.05
H -3.9387 4.7540 1.6502 0.00 0.00 0.00 0.10
H -2.9359 3.5387 2.4560 0.00 0.00 -0.01 0.10
H -4.4746 3.1066 0.2216 0.00 0.01 -0.01 0.07
H -3.0391 0.7061 2.7944 0.02 0.00 0.02 0.07
H -2.4001 -0.6784 3.7112 -0.01 -0.01 0.01 0.07
H -3.5413 -0.9234 2.3557 0.00 -0.01 0.02 0.08
H -1.9489 -2.7735 3.1416 -0.02 0.01 -0.01 0.11
H -0.4780 -4.7702 3.0412 0.00 -0.01 -0.01 0.10
H 1.5517 -4.6995 1.5777 -0.03 0.02 0.01 0.10
H 1.9919 -2.6438 0.2711 -0.04 0.00 0.00 0.11
O -0.2370 -0.7214 6.5074 -0.08 -0.10 -0.11 -0.14
C 0.4817 -0.7822 5.5250 0.23 0.22 0.21 -1.08
S 0.6230 0.4919 4.3239 -0.12 -0.12 -0.11 0.92
C 1.8060 -0.2826 3.2625 -0.08 0.09 -0.06 -1.13
C 2.2821 -1.4913 3.6437 -0.01 -0.07 0.07 -1.21
S 3.4300 -2.5510 2.9113 0.30 0.11 0.12 0.37
S 1.5957 -2.0920 5.1731 -0.08 -0.08 -0.08 0.88
S 2.2450 0.6848 1.8608 0.17 -0.01 0.06 0.53
Cl 3.5505 -0.6715 -6.9725 0.00 0.00 0.01 0.55
C 3.1944 -0.3950 -5.2662 -0.01 -0.01 0.00 -0.70
C 4.1935 0.1109 -4.4469 0.02 0.00 -0.01 -0.16
C 3.8922 0.3342 -3.0989 0.00 0.01 0.02 -0.03
C 2.6383 0.0646 -2.5694 0.00 0.06 0.02 -0.33
O 2.3752 0.3435 -1.3031 0.19 -0.17 -0.22 -0.23
C 1.6215 -0.4886 -3.4239 -0.02 -0.02 -0.01 -0.16
C 0.3634 -0.8364 -2.9173 0.00 0.04 0.04 -0.20
O 0.0249 -0.7684 -1.6540 -0.15 -0.02 -0.28 -0.24
C 1.9396 -0.6938 -4.7923 0.01 0.00 -0.01 -0.10
H 5.1749 0.3272 -4.8455 0.00 0.00 -0.01 0.08
H 4.6416 0.7333 -2.4262 0.00 0.01 0.00 0.11
H -0.3858 -1.2381 -3.6027 -0.01 0.01 0.01 0.11
H 1.1876 -1.0995 -5.4580 0.00 0.00 0.00 0.10
N 1.4117 4.4475 -0.6509 -0.04 -0.01 0.02 0.13
C 1.5696 3.2635 -0.0020 0.05 0.01 0.03 -0.16
N 0.7099 2.3706 -0.3895 -0.11 -0.09 -0.26 0.03
C -0.0815 2.9832 -1.3561 -0.01 0.11 0.05 -0.21
C -1.1757 2.4892 -2.0603 0.06 0.00 -0.04 -0.01
C -1.8043 3.3564 -2.9306 0.01 0.02 -0.01 -0.07
C -1.3599 4.6765 -3.1058 -0.01 -0.02 0.00 -0.11
C -0.2767 5.1766 -2.4072 0.02 0.00 -0.01 -0.05
C 0.3489 4.3005 -1.5277 0.01 0.01 -0.03 -0.21
H 1.9574 5.2732 -0.4924 -0.01 0.01 0.01 0.15
H 2.3218 3.0876 0.7532 0.00 0.00 -0.01 0.09
H -1.5384 1.4798 -1.9021 0.00 0.01 -0.03 0.07
H -2.6736 3.0127 -3.4755 -0.01 -0.01 0.01 0.10
H -1.8845 5.3228 -3.7990 0.00 0.00 0.00 0.09
H 0.0582 6.1983 -2.5367 0.00 0.00 0.01 0.10
```
Forces are in eV/Å.

## Properties
* total charge: -2
* E_HOMO (alpha / beta): -0.7 / -1.2 eV
* energy relative to the best compared isomer or geometry (same formula, charge and spin): 0.307 eV
* gap between HOMO and LUMO (alpha / beta): 4.779 / 5.262 eV
* multiplicity: 3

=====

no.,electronic energy (hartree)
1,-548.392380
2,-403.666061
3,-508.255907
4,-707.653570
5,-1180.959731
6,-4897.781013